Here is the molecule ClH3N2O4S2 from OMol25. Energies are from ωB97M-V with the def2-TZVPD basis set.

ORCA input file:
```
! wB97M-V def2-TZVPD RIJCOSX def2/J DEFGRID3
* xyz 0 1
N -1.05 -0.41 -1.58
S -1.24 0.03 -0.10
N 0.15 -0.14 0.67
O -2.40 -0.34 0.64
O -1.32 1.71 0.32
S -1.52 2.24 1.87
O -1.26 3.63 1.88
O -0.76 1.27 2.60
Cl -3.34 1.85 2.42
H -0.19 -0.14 -2.06
H 0.10 0.09 1.66
H 1.07 0.19 0.17
*
```

E_LUMO (eV): -0.17
HOMO level (eV): -10.922
Frontier orbital gap (eV): 10.8
Structure (SMILES): N=[S@](N)(=O)OS(=O)(=O)Cl
ΔE to the lowest compared entry with this formula, charge and spin (eV): 1.561
Energy (eV): -45408.4137

---

Here is the molecule C6H8 from OMol25. Energies are from ωB97M-V with the def2-TZVPD basis set.

ORCA input file:
```
! wB97M-V def2-TZVPD RIJCOSX def2/J DEFGRID3
* xyz 0 1
C -2.66 -0.05 -0.26
C -1.49 0.10 0.09
C -0.10 0.06 0.55
C 0.86 1.10 -0.06
C 1.90 -0.08 -0.25
C 0.78 -1.13 -0.03
H -3.73 -0.01 -0.44
H -0.04 -0.05 1.61
H 1.16 1.92 0.65
H 0.49 1.58 -1.00
H 2.38 -0.05 -1.25
H 2.69 0.00 0.49
H 0.90 -1.91 0.70
H 0.42 -1.46 -0.98
*
```

E_LUMO (eV): 1.17
HOMO level (eV): -9.578
Frontier orbital gap (eV): 10.7
Structure (SMILES): C#CC1CCC1
ΔE to the lowest compared entry with this formula, charge and spin (eV): 1.977
Energy (eV): -6348.8067

---

Here is the molecule C6H13NO3 from OMol25. Energies are from ωB97M-V with the def2-TZVPD basis set.

ORCA input file:
```
! wB97M-V def2-TZVPD RIJCOSX def2/J DEFGRID3
* xyz 0 1
C 2.65 0.68 0.91
O 1.24 0.40 1.04
C 0.44 0.79 0.07
O 0.11 -0.60 -0.93
C 0.61 -1.81 -0.85
N 0.16 -2.78 -1.64
O 0.98 -3.93 -1.61
C -1.05 1.27 0.52
C -1.85 1.57 -0.79
C -1.83 0.15 1.26
H 2.94 0.27 -0.03
H 3.05 0.34 1.94
H 2.67 1.75 0.85
H 0.95 1.42 -0.59
H 1.51 -1.87 -0.07
H 0.96 -4.42 -2.42
H -1.08 2.22 1.11
H -1.21 2.09 -1.44
H -2.34 0.68 -1.13
H -2.70 2.21 -0.62
H -2.30 -0.52 0.59
H -2.63 0.56 1.84
H -1.27 -0.45 1.99
*
```

E_LUMO (eV): 0.69
HOMO level (eV): -8.040
Frontier orbital gap (eV): 8.7
Structure (SMILES): CO[C@@H](O/C=N/O)C(C)C
ΔE to the lowest compared entry with this formula, charge and spin (eV): 5.851
Energy (eV): -14060.7779

---

Here is a cluster of 15 separate species, C72H187N13O23 in total from OMol25. Energies are from ωB97M-V with the def2-TZVPD basis set.

ORCA input file:
```
! wB97M-V def2-TZVPD RIJCOSX def2/J DEFGRID3
* xyz 0 1
C 3.30 -7.74 -1.31
C 1.85 -7.45 -1.06
C 1.47 -6.02 -1.38
O 2.04 -5.02 -0.47
C 1.72 -5.18 0.88
N 1.17 -8.37 -1.91
H 3.61 -7.72 -2.36
H 3.69 -8.66 -0.87
H 3.84 -7.11 -0.61
H 1.54 -7.63 -0.03
H 0.39 -5.91 -1.32
H 1.63 -5.80 -2.43
H 1.96 -4.21 1.31
H 2.51 -5.79 1.33
H 0.74 -5.53 1.20
H 1.48 -9.32 -1.97
H 0.16 -8.39 -1.88
C 4.14 -0.84 3.35
C 4.79 0.45 2.77
C 4.92 0.40 1.26
O 3.64 0.44 0.71
C 3.67 0.30 -0.64
N 4.14 1.66 3.25
H 3.11 -0.94 3.01
H 4.05 -0.76 4.43
H 4.60 -1.79 3.09
H 5.80 0.53 3.17
H 5.52 -0.48 1.04
H 5.59 1.20 0.95
H 2.75 0.50 -1.18
H 4.00 -0.73 -0.76
H 4.45 0.94 -1.05
H 3.20 1.48 2.93
H 4.47 2.48 2.77
C 2.33 1.56 7.75
C 1.63 1.10 6.41
C 1.39 -0.45 6.29
O 0.92 -0.71 4.95
C -0.04 -1.73 4.83
N 0.42 1.91 6.30
H 1.59 1.76 8.53
H 2.98 2.42 7.58
H 3.15 0.94 8.12
H 2.25 1.33 5.55
H 0.79 -0.83 7.12
H 2.38 -0.89 6.33
H -0.06 -2.14 3.81
H -1.03 -1.39 5.12
H 0.03 -2.56 5.53
H 0.17 1.79 5.33
H 0.63 2.89 6.46
C -2.91 6.61 -0.16
C -3.75 5.37 -0.36
C -3.11 4.14 -1.03
O -2.78 4.37 -2.36
C -2.20 3.17 -2.86
N -4.29 5.02 0.93
H -2.99 7.41 -0.90
H -1.89 6.27 0.04
H -3.27 7.23 0.66
H -4.52 5.70 -1.06
H -3.80 3.30 -1.01
H -2.25 3.87 -0.42
H -1.38 2.79 -2.25
H -1.98 3.44 -3.89
H -2.94 2.38 -2.99
H -3.64 5.00 1.71
H -4.92 4.24 0.83
C -1.41 -4.02 7.36
C -0.17 -4.96 7.63
C 0.99 -4.91 6.61
O 0.57 -5.42 5.37
C 1.63 -5.70 4.48
N 0.16 -4.85 9.06
H -2.11 -4.19 8.18
H -1.95 -4.25 6.44
H -1.00 -3.01 7.29
H -0.53 -5.98 7.46
H 1.80 -5.60 6.86
H 1.52 -3.96 6.58
H 2.07 -6.67 4.69
H 2.53 -5.08 4.52
H 1.29 -5.67 3.44
H 0.86 -5.50 9.39
H -0.64 -5.06 9.64
C 2.84 4.77 0.57
C 3.57 5.27 1.84
O 4.56 4.32 2.08
H 1.95 5.37 0.40
H 2.47 3.75 0.65
H 3.39 4.94 -0.35
H 2.90 5.18 2.69
H 3.95 6.29 1.72
H 5.23 4.35 1.39
C -0.27 -1.49 0.00
C -0.48 -0.78 -1.38
O -1.77 -1.12 -1.87
H -1.10 -1.52 0.70
H 0.59 -1.08 0.54
H -0.18 -2.57 -0.14
H 0.27 -1.05 -2.13
H -0.38 0.29 -1.24
H -1.90 -0.73 -2.74
C 5.80 -3.51 -0.29
O 6.96 -2.69 0.12
C 7.24 -2.91 1.47
C 8.45 -2.01 2.04
N 8.03 -0.63 2.33
C 8.99 0.26 2.91
C 10.11 0.58 1.91
O 9.52 1.01 0.68
C 10.47 0.93 -0.35
H 4.91 -2.90 -0.16
H 5.69 -4.53 0.08
H 5.81 -3.67 -1.36
H 7.58 -3.94 1.56
H 6.31 -2.71 1.99
H 9.13 -2.08 1.19
H 8.90 -2.30 2.99
H 7.69 -0.18 1.49
H 9.39 -0.22 3.80
H 8.45 1.13 3.27
H 10.78 -0.25 1.74
H 10.60 1.48 2.27
H 9.94 1.20 -1.27
H 10.81 -0.10 -0.43
H 11.26 1.68 -0.34
C -3.59 7.98 5.06
O -3.68 6.63 5.56
C -4.70 5.83 5.00
C -4.25 4.34 5.11
N -3.23 3.87 4.17
C -2.74 2.55 4.58
C -1.70 2.12 3.52
O -0.42 2.64 3.80
C 0.76 2.42 2.91
H -3.50 8.02 3.98
H -2.64 8.43 5.34
H -4.42 8.57 5.46
H -4.74 6.11 3.95
H -5.61 6.02 5.57
H -5.03 3.58 5.06
H -3.90 4.14 6.13
H -2.50 4.55 4.09
H -3.38 1.68 4.77
H -2.28 2.79 5.54
H -1.88 2.56 2.54
H -1.64 1.05 3.35
H 0.68 3.03 2.01
H 0.80 1.35 2.70
H 1.66 2.85 3.34
C 0.14 5.28 -2.80
O 1.15 6.27 -2.39
C 0.57 7.22 -1.43
C 1.52 8.45 -1.12
N 2.87 7.99 -0.66
C 3.80 9.12 -0.76
C 4.26 9.55 -2.12
O 4.65 8.43 -2.77
C 5.34 8.63 -3.93
H 0.47 4.56 -3.54
H -0.68 5.83 -3.26
H -0.26 4.61 -2.04
H 0.45 6.56 -0.56
H -0.32 7.68 -1.86
H 1.03 9.19 -0.49
H 1.68 8.91 -2.09
H 3.27 7.26 -1.24
H 4.80 8.80 -0.44
H 3.56 9.92 -0.06
H 5.03 10.31 -1.98
H 3.43 10.05 -2.62
H 6.34 9.03 -3.78
H 4.90 9.36 -4.61
H 5.49 7.68 -4.43
C 8.48 -0.64 -3.70
O 7.73 -1.53 -4.50
C 6.39 -1.42 -4.39
C 5.63 -1.70 -5.70
N 4.16 -1.37 -5.65
C 3.38 -2.05 -4.73
C 3.41 -3.59 -4.84
O 4.52 -4.02 -4.05
C 4.87 -5.38 -4.06
H 9.54 -0.68 -3.94
H 8.32 -0.77 -2.63
H 8.16 0.38 -3.89
H 6.14 -0.43 -4.01
H 6.09 -2.14 -3.63
H 5.98 -2.70 -5.95
H 6.09 -0.95 -6.34
H 3.76 -1.18 -6.55
H 2.39 -1.64 -4.93
H 3.62 -1.64 -3.75
H 3.30 -4.00 -5.85
H 2.47 -3.91 -4.39
H 5.48 -5.54 -3.17
H 5.47 -5.66 -4.93
H 3.97 -5.99 -4.03
C -5.26 -2.17 -5.47
O -3.98 -1.61 -5.70
C -2.97 -2.27 -4.90
C -1.60 -1.66 -5.16
N -1.45 -0.33 -4.59
C -0.12 0.25 -4.85
C -0.11 0.77 -6.41
O -1.22 1.59 -6.45
C -1.38 2.20 -7.85
H -5.60 -2.30 -4.44
H -5.44 -3.14 -5.92
H -6.02 -1.58 -5.97
H -2.93 -3.28 -5.31
H -3.29 -2.35 -3.87
H -1.47 -1.85 -6.22
H -0.89 -2.35 -4.71
H -1.97 0.10 -5.34
H 0.70 -0.43 -4.61
H 0.02 1.13 -4.23
H -0.04 0.05 -7.22
H 0.84 1.26 -6.63
H -2.21 2.89 -7.86
H -1.61 1.39 -8.54
H -0.52 2.79 -8.17
C -2.55 -4.77 2.55
O -2.15 -4.80 1.16
C -2.96 -4.10 0.23
C -2.54 -4.34 -1.20
N -2.95 -5.66 -1.45
C -2.45 -6.02 -2.74
C -2.81 -7.40 -3.13
O -1.95 -8.38 -2.40
C -2.11 -9.75 -2.91
H -2.70 -5.75 2.99
H -3.46 -4.17 2.60
H -1.79 -4.18 3.07
H -2.78 -3.07 0.55
H -4.03 -4.24 0.36
H -1.46 -4.19 -1.19
H -3.05 -3.62 -1.84
H -2.56 -6.39 -0.87
H -1.36 -5.97 -2.74
H -2.87 -5.35 -3.48
H -2.57 -7.41 -4.19
H -3.89 -7.47 -2.99
H -3.16 -10.06 -2.87
H -1.68 -10.45 -2.19
H -1.68 -9.86 -3.90
C -6.70 4.30 -1.63
O -7.87 3.58 -1.69
C -8.03 2.33 -1.01
C -7.53 2.35 0.45
N -6.07 2.09 0.79
C -5.72 2.23 2.23
C -5.95 0.94 3.04
O -4.91 0.03 3.06
C -4.43 -0.36 1.77
H -5.85 3.67 -1.88
H -6.48 4.92 -0.76
H -6.72 5.00 -2.47
H -7.40 1.62 -1.55
H -9.11 2.20 -1.13
H -8.15 1.77 1.13
H -7.79 3.35 0.79
H -5.82 1.13 0.63
H -6.05 3.17 2.67
H -4.67 2.43 2.02
H -6.89 0.41 2.91
H -6.12 1.24 4.07
H -3.61 0.28 1.43
H -5.20 -0.18 1.02
H -4.13 -1.40 1.85
C -10.72 -1.85 -1.06
O -9.32 -1.80 -1.44
C -8.54 -2.01 -0.30
C -7.04 -2.13 -0.54
N -6.49 -0.86 -1.06
C -5.29 -0.98 -1.79
C -5.24 0.21 -2.74
O -6.34 0.10 -3.69
C -6.64 1.07 -4.62
H -11.38 -2.18 -1.86
H -11.17 -0.93 -0.67
H -10.95 -2.65 -0.35
H -8.84 -2.89 0.27
H -8.62 -1.21 0.43
H -6.92 -2.92 -1.27
H -6.51 -2.47 0.35
H -7.18 -0.61 -1.75
H -5.32 -1.85 -2.45
H -4.33 -0.96 -1.29
H -4.31 0.29 -3.31
H -5.33 1.19 -2.27
H -6.91 1.99 -4.10
H -7.34 0.78 -5.41
H -5.77 1.31 -5.24
*
```

E_LUMO (eV): 0.45
HOMO level (eV): -8.027
Frontier orbital gap (eV): 8.5
Energy (eV): -144137.4166

---

Which of these has the highest frontier orbital gap? ClH3N2O4S2

---

E_LUMO of number 1 (ClH3N2O4S2)? -0.17 eV